Entry 1:
Here is a molecular structure, C8H17BNO5SYb at a distorted geometry from OMol25. Energies are from wB97M-V/def2-TZVPD.

Geometry as XYZ:
```
34
Properties=species:S:1:pos:R:3:forces:R:3:mulliken_charge:R:1
C 2.359 2.333 0.530 -0.58 -0.63 0.36 -1.1197
C 0.924 2.039 1.043 1.13 0.01 0.13 -0.6169
C 0.600 0.601 0.694 -1.64 0.51 -0.06 0.7058
O 1.020 -0.386 1.625 0.48 0.11 -1.32 -0.7609
B 0.342 -1.586 1.127 -1.04 1.32 1.64 1.0765
S 1.741 -2.628 0.368 0.48 -0.06 0.24 1.1671
C 3.067 -1.654 -0.362 -0.05 -0.04 -1.12 -0.9709
O 1.079 -3.484 -0.741 0.45 0.28 -0.91 -0.5510
O 2.388 -3.467 1.314 0.51 -0.78 0.81 -0.6575
O -0.708 -1.189 0.169 0.04 -0.52 -0.72 -0.6353
C -0.892 0.186 0.553 0.64 1.32 0.33 -0.4889
N -1.670 1.050 -0.295 0.12 -1.86 -0.99 0.2452
C -1.401 0.895 -1.730 0.24 1.13 -0.14 -0.8133
C -3.078 1.041 0.033 0.53 -1.86 -1.51 0.4246
C -4.027 -0.070 -0.391 -0.26 -0.30 0.00 -1.0261
O -3.507 1.946 0.623 -1.14 2.64 1.97 -0.4698
H 2.709 3.304 0.875 0.13 -0.02 -0.23 0.4137
H 2.390 2.237 -0.560 0.05 0.36 0.04 0.3215
H 3.005 1.541 0.923 0.17 0.28 0.07 0.2199
H 0.931 2.202 2.123 -0.32 -0.13 -0.03 0.3591
H 0.223 2.734 0.579 -0.18 -0.21 0.05 0.3264
H 0.977 0.460 -0.344 0.30 -0.29 0.25 -0.2608
H -0.130 -2.157 2.071 0.38 -0.91 -0.18 -0.1611
H 3.599 -2.271 -1.094 -0.21 -0.22 0.16 0.4163
H 3.798 -1.377 0.393 -0.39 -0.02 0.35 0.3009
H 2.703 -0.771 -0.891 -0.14 -0.02 0.25 0.2126
H -1.371 0.217 1.540 0.15 -0.04 -0.01 0.2699
H -0.704 0.083 -1.973 -0.24 -0.17 0.17 0.1008
H -2.319 0.819 -2.316 0.04 -0.27 0.09 0.3821
H -0.923 1.818 -2.080 0.03 -0.18 -0.07 0.2652
H -4.219 -0.088 -1.467 0.31 -0.09 0.01 0.2920
H -3.735 -1.061 -0.035 0.31 0.10 -0.20 0.2706
H -4.990 0.149 0.067 0.08 0.10 0.04 0.3765
Yb -0.182 -3.466 -2.368 -0.38 0.46 0.55 1.3857
```
Positions in Å, forces in eV/Å.

The HOMO-LUMO gap is 5.29 eV. The value obtained for the max |F| is 3.5 eV Å⁻¹. Its HOMO energy is -11.71 eV. Its net charge is +1. Its spin multiplicity is 1.



Entry 2:
Here is C5H7NOS in the gas phase at a distorted geometry from OMol25. Energies are from wB97M-V/def2-TZVPD.

Geometry as XYZ:
```
15
Properties=species:S:1:pos:R:3:forces:R:3:nbo_charge:R:1
C -0.036 2.048 -0.298 -2.50 0.46 1.60 -0.6474
C -0.075 0.601 0.243 -2.06 0.77 -0.24 0.1615
O 0.480 0.216 1.547 1.18 0.17 -2.78 -0.4708
C 1.054 -0.280 0.217 -0.07 1.78 1.86 0.0189
C 0.701 -1.622 -0.220 2.13 -0.55 0.31 -0.2422
N -0.702 -1.503 -0.011 -1.76 -8.68 0.71 -0.5685
C -1.282 -0.354 0.108 0.54 2.24 0.49 0.0856
S -2.859 -0.109 0.301 -1.03 0.58 0.04 -0.1119
H 0.920 2.458 0.029 -0.20 0.36 -0.31 0.2282
H -0.953 2.696 0.095 2.07 -1.43 -0.11 0.2450
H -0.256 2.162 -1.369 0.74 -0.67 0.10 0.2368
H 1.889 0.211 -0.158 2.07 0.49 0.13 0.2010
H 1.102 -1.581 -1.330 -1.11 -1.00 1.84 0.2130
H 1.207 -2.450 0.465 -1.15 1.51 -1.83 0.2321
H -1.189 -2.492 0.382 1.16 3.98 -1.83 0.4184
```
Positions in Å, forces in eV/Å.

The SMILES is C[C@]12O[C@H]1CNC2=S. The HOMO-LUMO gap is 8.86 eV. The value obtained for the max |F| is 8.9 eV Å⁻¹. Its relative energy (zero: lowest compared OMol25 entry of this formula, charge and spin) is 73.2 kcal per mole. Its HOMO energy is -8.34 eV. Its spin multiplicity is 1.



Entry 3:
Here is C5H11NO in the gas phase at a distorted geometry from OMol25. Energies are from wB97M-V/def2-TZVPD.

Geometry as XYZ:
```
18
Properties=species:S:1:pos:R:3:forces:R:3:nbo_charge:R:1
C 2.649 -0.183 0.387 0.15 0.03 0.13 -0.6109
C 1.296 0.490 0.499 -0.56 0.74 0.75 -0.2151
N 0.302 -0.143 -0.343 0.47 -0.81 -0.17 -0.6257
C -1.072 0.288 -0.354 -0.57 0.59 -0.48 -0.1486
C -1.942 -0.739 -1.153 0.88 0.30 1.19 -0.6068
C -1.694 0.397 1.028 0.20 -0.74 -0.60 0.4425
O -2.277 1.348 1.458 -0.03 0.39 0.14 -0.5065
H 3.454 0.548 0.428 0.02 0.09 -0.23 0.2109
H 2.694 -0.730 -0.557 0.28 -0.13 0.16 0.2077
H 2.831 -0.832 1.243 -0.11 -0.39 -0.30 0.2140
H 1.412 1.572 0.325 -0.18 -0.04 -0.15 0.1616
H 0.942 0.393 1.531 -0.01 0.16 0.01 0.1863
H 0.644 -0.153 -1.293 -0.02 -0.19 -0.16 0.3571
H -1.202 1.252 -0.867 0.00 0.20 0.37 0.1731
H -1.944 -0.417 -2.187 -0.37 -0.30 -0.18 0.2195
H -1.477 -1.715 -1.016 0.00 -0.05 -0.30 0.2227
H -2.924 -0.803 -0.687 -0.30 0.17 -0.51 0.2173
H -1.692 -0.573 1.559 0.13 -0.05 0.35 0.1011
```
Positions in Å, forces in eV/Å.

The SMILES is CCN[C@@H](C)C=O. The HOMO-LUMO gap is 10.10 eV. The value obtained for the max |F| is 1.5 eV Å⁻¹. Its relative energy (zero: lowest compared OMol25 entry of this formula, charge and spin) is 37.4 kcal per mole. Its HOMO energy is -9.04 eV. Its spin multiplicity is 1.



Entry 4:
Here is 2 unconnected molecules or ions with the total composition C3H4ClINP at a distorted geometry from OMol25. Energies are from wB97M-V/def2-TZVPD.

Geometry as XYZ:
```
11
Properties=species:S:1:pos:R:3:forces:R:3:nbo_charge:R:1
C 1.556 1.672 0.003 -1.97 -4.80 -0.39 0.3162
C 0.462 -0.209 -0.123 1.75 3.26 -0.19 -0.8157
C -1.830 -1.557 -0.007 -0.50 0.21 -3.19 -0.9251
N 0.743 2.496 0.350 -0.35 2.21 0.28 -0.6543
P -1.150 0.217 -0.308 0.96 -1.89 0.50 0.7300
Cl 3.205 1.445 -0.312 0.27 0.51 -0.02 0.0507
I 1.749 -1.866 -0.082 -0.77 0.64 0.04 0.2252
H -2.817 -1.464 0.481 0.59 -0.48 -0.30 0.2337
H -1.827 -2.207 -1.014 -0.56 1.64 2.04 0.2348
H -1.056 -2.021 0.535 0.35 -0.70 1.30 0.2240
H 0.964 3.495 0.478 0.23 -0.60 -0.06 0.3806
```
Positions in Å, forces in eV/Å.

The HOMO-LUMO gap is 8.77 eV. The value obtained for the max |F| is 5.2 eV Å⁻¹. Its relative energy (zero: lowest compared OMol25 entry of this formula, charge and spin) is 56.1 kcal per mole. Its HOMO energy is -8.66 eV. Its spin multiplicity is 1.



Entry 5:
Here is a molecular structure, C12H44B5CaO3 at a distorted geometry from OMol25. Energies are from wB97M-V/def2-TZVPD.

Geometry as XYZ:
```
65
Properties=species:S:1:pos:R:3:forces:R:3:nbo_charge:R:1
Ca 17.168 9.805 16.411 -1.08 0.31 -1.57 1.7965
B 16.454 7.879 14.541 -0.04 -0.66 -0.74 -0.7739
H 16.069 7.954 15.598 -0.72 -0.59 2.31 -0.0525
H 15.547 7.761 13.837 -1.14 -0.45 -0.92 0.0096
H 16.849 8.911 14.313 1.31 2.08 -0.84 -0.0320
H 17.255 7.048 14.356 1.37 -1.32 -0.06 -0.1002
B 16.432 12.050 13.932 -0.05 0.35 -0.16 -0.6612
H 17.208 12.896 14.134 1.10 1.34 0.50 -0.0826
H 16.783 11.521 12.959 0.46 -0.91 -1.36 -0.0493
H 16.380 11.293 14.822 -0.10 -0.65 0.89 -0.1261
H 15.385 12.520 13.754 -1.52 0.66 -0.20 -0.0534
B 15.204 8.895 17.838 -1.16 -0.87 1.20 -0.7152
H 16.257 8.499 17.921 2.32 -1.01 0.47 -0.1115
H 14.875 9.194 18.914 -0.58 0.53 1.60 -0.0772
H 15.187 9.784 17.153 -0.58 1.74 -1.14 -0.0544
H 14.576 8.003 17.464 -1.03 -0.92 -0.59 0.0017
B 19.155 11.176 15.633 1.33 1.11 -0.19 -0.7698
H 18.634 12.185 15.806 -0.57 1.21 0.03 0.0042
H 18.687 10.558 14.815 -0.87 -1.04 -1.86 -0.0098
H 20.291 11.321 15.429 1.74 0.15 -0.25 -0.0558
H 19.034 10.575 16.571 0.75 -1.17 2.56 -0.1250
B 13.546 10.009 14.773 -0.05 0.22 0.15 -0.7120
H 13.409 11.166 14.736 -0.24 1.78 0.22 -0.0648
H 12.748 9.556 15.496 -1.31 -0.79 1.10 -0.0874
H 13.342 9.669 13.678 -0.19 -0.78 -1.60 -0.0646
H 14.608 9.734 15.174 0.78 -0.20 0.04 -0.0607
C 20.172 6.303 16.084 0.70 -1.04 -0.94 -0.4412
C 19.628 5.906 17.413 -0.89 -0.93 1.29 -0.4284
C 18.326 6.709 17.452 0.97 0.73 -1.32 -0.0833
O 18.734 7.949 16.824 0.26 0.53 -0.34 -0.5885
C 19.927 7.803 16.023 0.18 -1.01 0.98 -0.0514
H 19.636 5.828 15.256 -0.46 0.08 0.25 0.2215
H 21.178 5.885 15.957 0.34 0.77 0.03 0.1810
H 20.328 6.123 18.230 -0.06 0.60 -0.05 0.1745
H 19.447 4.835 17.573 -0.16 -0.05 -0.49 0.1885
H 17.900 6.986 18.412 -0.12 -0.27 0.00 0.2026
H 17.610 6.306 16.729 -0.38 -0.34 0.56 0.2386
H 20.702 8.346 16.569 0.19 0.25 -0.36 0.1643
H 19.855 8.107 14.983 -0.57 0.59 0.20 0.2322
C 18.240 10.353 21.053 -0.69 0.47 0.18 -0.4482
C 19.623 10.343 20.437 0.16 -0.91 0.57 -0.4163
C 19.434 9.438 19.221 0.53 2.14 -0.93 -0.0771
O 18.181 9.853 18.728 -0.46 0.03 0.90 -0.5439
C 17.326 9.946 19.875 0.33 -0.80 0.52 -0.0712
H 17.904 11.339 21.386 0.38 0.06 0.19 0.1926
H 18.175 9.686 21.917 -0.17 -0.15 -0.14 0.1817
H 20.376 9.872 21.079 0.12 0.51 0.20 0.1779
H 19.875 11.365 20.157 0.42 -0.21 -0.26 0.2070
H 19.516 8.363 19.407 -0.14 -0.01 0.14 0.1598
H 20.155 9.800 18.483 0.03 -0.76 -0.31 0.2239
H 16.917 8.951 20.061 -0.33 0.13 -0.09 0.1923
H 16.513 10.646 19.715 0.03 -0.11 -0.41 0.2242
C 15.118 13.523 18.614 0.91 -0.67 0.40 -0.4283
C 16.521 14.161 18.769 -1.18 0.29 1.13 -0.4188
C 17.377 13.396 17.787 -1.16 0.88 -2.04 -0.0880
O 16.604 12.294 17.297 0.02 -1.32 1.94 -0.5396
C 15.238 12.691 17.355 -0.62 0.40 -1.15 -0.1018
H 14.261 14.193 18.663 0.06 0.05 -0.04 0.1924
H 15.083 12.779 19.417 -0.59 0.14 0.13 0.1881
H 16.836 14.031 19.811 0.17 0.10 -0.03 0.1675
H 16.425 15.237 18.595 0.51 0.00 -0.27 0.1812
H 18.371 13.159 18.151 -0.05 -0.52 -0.32 0.1951
H 17.373 13.997 16.867 1.13 0.35 0.20 0.2017
H 14.506 11.882 17.379 0.69 -0.59 -0.08 0.2499
H 15.024 13.179 16.395 -0.03 0.46 0.17 0.2151
```
Positions in Å, forces in eV/Å.

The HOMO-LUMO gap is 4.17 eV. The value obtained for the max |F| is 2.9 eV Å⁻¹. Its relative energy (zero: lowest compared OMol25 entry of this formula, charge and spin) is 0.0 kcal per mole. Its HOMO energy is 1.86 eV. Its net charge is -3. Its spin multiplicity is 1.



Entry 6:
Here is C18H35NO3 in the gas phase at a distorted geometry from OMol25. Energies are from wB97M-V/def2-TZVPD.

Geometry as XYZ:
```
57
Properties=species:S:1:pos:R:3:forces:R:3:nbo_charge:R:1
C -6.500 4.708 0.070 0.01 -0.03 0.08 -0.6137
C -6.218 3.309 0.635 0.10 -0.07 -0.22 -0.3985
C -5.400 2.426 -0.313 0.25 0.33 -0.02 -0.3946
C -3.875 2.633 -0.176 -0.43 -0.51 -0.15 -0.3954
C -3.169 1.427 0.438 0.16 0.29 0.02 -0.3881
C -3.123 0.220 -0.488 -0.18 -0.03 0.37 -0.3935
C -2.386 -0.960 0.144 0.13 -0.06 -0.28 -0.3925
C -0.858 -0.908 -0.057 -0.51 -0.16 0.10 -0.4034
C -0.116 -1.223 1.232 -0.22 0.28 -0.20 -0.4120
C 1.390 -1.322 1.116 -0.17 0.14 0.18 0.2624
N 1.971 -0.373 0.179 -0.03 -0.26 0.09 -0.6545
C 2.826 0.625 0.812 -0.10 0.07 -0.42 -0.2068
C 3.564 1.461 -0.227 0.21 -0.27 0.30 -0.3974
C 4.353 0.623 -1.253 -0.29 0.34 -0.14 -0.4132
C 3.782 0.664 -2.681 0.11 0.03 0.15 -0.6081
O 1.795 -2.649 0.690 0.27 0.54 -0.56 -0.5554
C 2.421 -3.397 1.615 0.27 -0.08 -0.17 0.8165
O 1.971 -3.590 2.699 -0.28 0.00 0.95 -0.5635
C 3.753 -3.957 1.189 -0.36 -0.14 -1.40 -0.5532
C 4.103 -3.798 -0.301 -0.87 -0.87 0.37 0.0637
C 5.026 -4.795 -0.863 1.83 2.34 0.38 -0.1475
O 5.380 -3.342 -0.554 0.14 -0.24 -0.09 -0.5050
H -6.299 4.755 -0.998 0.03 0.00 -0.12 0.2007
H -7.539 4.996 0.206 -0.10 0.06 0.09 0.2100
H -5.887 5.463 0.555 0.07 0.13 -0.02 0.2053
H -7.150 2.799 0.865 -0.14 0.03 0.09 0.2008
H -5.661 3.420 1.565 -0.11 -0.16 0.23 0.1943
H -5.647 1.378 -0.158 -0.01 -0.13 0.06 0.1981
H -5.695 2.669 -1.333 -0.15 -0.13 -0.11 0.1963
H -3.705 3.517 0.434 0.20 0.18 -0.09 0.1995
H -3.452 2.780 -1.170 0.18 0.31 -0.01 0.1969
H -2.143 1.710 0.690 0.10 0.00 0.07 0.1963
H -3.656 1.161 1.378 -0.05 -0.10 0.09 0.1915
H -4.140 -0.089 -0.726 -0.10 0.03 -0.13 0.1983
H -2.642 0.521 -1.419 0.02 -0.10 -0.18 0.1947
H -2.630 -1.000 1.206 -0.02 0.04 0.13 0.1930
H -2.768 -1.886 -0.282 -0.02 -0.13 0.01 0.2028
H -0.586 0.079 -0.420 0.22 0.08 -0.02 0.2092
H -0.603 -1.624 -0.836 0.24 0.01 -0.10 0.2024
H -0.325 -0.417 1.940 -0.04 0.07 0.09 0.2033
H -0.523 -2.129 1.676 0.16 -0.17 0.12 0.2211
H 1.822 -1.146 2.104 0.03 -0.17 0.14 0.1717
H 2.502 -0.919 -0.486 0.00 0.09 -0.14 0.3722
H 3.572 0.182 1.485 -0.04 -0.14 0.15 0.1591
H 2.176 1.283 1.387 0.07 0.05 0.27 0.1931
H 4.275 2.069 0.329 -0.05 0.23 0.04 0.2071
H 2.861 2.137 -0.709 -0.04 0.03 -0.19 0.2022
H 5.373 0.994 -1.271 0.15 -0.07 -0.01 0.2099
H 4.404 -0.410 -0.913 0.22 -0.12 0.07 0.1968
H 3.341 -0.287 -2.971 -0.10 -0.07 -0.07 0.2046
H 3.016 1.429 -2.770 -0.14 0.04 -0.03 0.2044
H 4.554 0.910 -3.404 0.08 -0.09 -0.12 0.2091
H 3.733 -5.019 1.409 0.18 -0.06 0.42 0.2434
H 4.537 -3.451 1.745 0.03 -0.09 0.30 0.2615
H 3.303 -3.456 -0.948 0.05 0.25 0.02 0.1980
H 5.271 -4.836 -1.910 -0.69 -0.87 -0.24 0.2121
H 5.615 -5.363 -0.159 -0.27 -0.67 -0.16 0.1938
```
Positions in Å, forces in eV/Å.

The SMILES is CCCCCCCCC[C@H](NCCCC)OC(=O)C[C@@H]1CO1. The HOMO-LUMO gap is 10.06 eV. The value obtained for the max |F| is 3.0 eV Å⁻¹. Its HOMO energy is -9.19 eV. Its spin multiplicity is 1.